Record 1
DFT (ωB97M-V/def2-TZVPD) results for C13H27AlBr2NO2 as an isolated structure.

Element x y z (Å)
1 H -1.9253 0.5076 0.9467
2 C 1.0192 -2.0607 0.0171
3 H -3.2950 2.5648 1.6149
4 H -4.9621 -0.5403 -1.0049
5 H 0.1748 -2.5244 -1.8982
6 C 5.1114 0.9760 2.0314
7 Al -0.3865 0.0122 -1.6314
8 C -4.7938 1.1782 0.8912
9 H -5.2662 1.5583 1.8052
10 H 1.8872 -1.4699 -0.2950
11 C 4.6777 0.8675 -0.4740
12 O 3.3726 0.8140 -0.2273
13 H 0.7362 -4.2239 -0.0796
14 H -3.7168 -0.6588 1.4006
15 C -2.1942 0.7662 -1.1911
16 C 1.0436 1.1927 -0.8615
17 H -2.3754 1.5920 -1.8933
18 H 6.5202 0.5159 0.4389
19 H 4.4134 1.8027 1.8893
20 C 2.4537 0.9110 -1.3548
21 H 0.6694 -1.6151 0.9559
22 C -2.2117 1.3035 0.2458
23 C -3.4982 2.0065 0.6917
24 H 5.2971 -0.7605 0.7300
25 H 4.6355 0.2645 2.7080
26 C -0.0790 -1.9027 -1.0331
27 H 2.4270 -3.7289 -0.1929
28 H -2.9407 -0.0206 -1.3384
29 H 2.8027 1.7013 -2.0227
30 O 5.1666 1.3144 -1.4795
31 H 1.5853 -3.6992 1.3675
32 Br -0.1165 -0.0369 -4.0311
33 C 1.4726 -3.5082 0.2960
34 Br -1.7381 -2.7035 -0.3234
35 H -5.4264 -0.6498 1.7925
36 H -1.4196 2.0609 0.3310
37 C 5.4767 0.3154 0.6819
38 C -4.6986 -0.3506 1.0295
39 H -3.7064 2.7688 -0.0708
40 H -5.5096 1.3980 0.0896
41 H -5.9899 -1.4337 -0.1288
42 H 1.0073 1.0535 0.2274
43 H 6.0085 1.3635 2.5175
44 H 2.5431 -0.0285 -1.9123
45 N -5.0260 -1.1268 -0.1795
46 H 0.7748 2.2338 -1.0761

Values from the calculation:
highest occupied orbital energy	-5.24	eV
max |F|	0.60	eV/Å
total energy	-6107.39303	Ha
gap between HOMO and LUMO	8.16	eV
total charge	-1

Record 2
DFT (ωB97M-V/def2-TZVPD) results for C13H27B2N2O13PS2Sr as an isolated structure.

Element x y z (Å)
1 S 1.4378 -0.3888 1.8768
2 O 1.2382 -1.6306 2.5522
3 H -1.8266 1.1416 4.4367
4 H -0.2856 -4.9413 0.5776
5 H 3.4023 2.2607 -1.3533
6 H 0.9560 1.7874 -4.2190
7 C -0.7697 -2.5806 -1.2108
8 O 1.5624 2.3029 0.3940
9 O -1.8768 0.2076 -0.3017
10 C -3.0099 0.1106 2.9905
11 O 2.1133 -1.4368 -4.3695
12 C 1.2617 -0.9344 -0.7459
13 H 2.3405 5.0355 2.0866
14 H -0.6441 -2.5518 -2.2848
15 H 2.9619 -2.0089 -1.2620
16 O -3.7702 -0.5580 3.9744
17 C 0.4779 -2.2191 -0.4177
18 B 1.6498 1.6460 -0.7886
19 C 1.7455 4.1386 1.9430
20 S -1.6764 -0.1711 -3.3686
21 H 2.5957 4.0856 -0.0173
22 H -1.6265 -1.9568 -0.9505
23 O -0.7098 2.3517 -2.2978
24 P -0.2112 0.8413 -2.6537
25 O 0.9835 0.9925 -3.6717
26 H -1.3222 -3.8092 1.0692
27 H 0.8370 4.2100 -0.0081
28 H 2.2551 3.3382 2.4820
29 C -1.6580 0.4999 3.5751
30 O 2.1079 -0.6350 0.4638
31 H -1.3222 1.9570 2.0476
32 C -0.2257 0.2223 1.4812
33 O 2.5847 1.9124 -1.7306
34 N -2.7838 1.0666 -0.1422
35 H 1.1859 -3.0373 -0.5483
36 C 0.5447 0.4262 -1.0067
37 H -4.1509 -1.3714 3.6379
38 C 1.6914 3.7336 0.4804
39 O 1.6249 -3.3563 -3.0389
40 H 2.9707 -0.4202 -1.9779
41 H -0.0655 3.0384 -2.5203
42 H -3.5689 1.0008 2.6296
43 H 0.0910 1.6826 3.0775
44 Sr -5.4912 0.7025 0.2052
45 O 2.1634 0.6311 2.5462
46 H 2.4891 -2.0639 -4.9983
47 B 1.9687 -2.0259 -3.1455
48 H 1.0260 -3.6204 -3.7471
49 H -1.1904 -0.4347 3.8897
50 H 0.2147 -2.2869 0.6343
51 C -0.7345 1.1946 2.5679
52 H -0.6353 1.8326 0.1156
53 C -0.4716 0.7652 0.0728
54 N -1.2000 -4.5435 0.3783
55 H -2.8683 -0.5596 2.1251
56 C -1.2336 -4.0153 -0.9465
57 H -0.8438 -0.6710 1.5714
58 O -3.7434 0.8339 -0.9088
59 H 0.7556 4.2320 2.3844
60 C 2.3343 -1.2799 -1.7832
61 O -1.6556 -4.6733 -1.8514

Values from the calculation:
highest occupied orbital energy	-14.06	eV
max |F|	3.24	eV/Å
total energy	-2816.88484	Ha
gap between HOMO and LUMO	5.31	eV
total charge	+2

Record 3
DFT (ωB97M-V/def2-TZVPD) results for an isolated ion of composition C13H27BClNO5PS and charge +1.

Element x y z (Å)
1 O 0.7120 1.2336 -0.6133
2 H 7.2432 1.3219 -0.3352
3 C 2.0575 1.5429 -1.1137
4 C 3.1148 0.8008 -0.0512
5 C 6.9226 0.2633 0.0758
6 H -1.0094 -0.1018 0.2490
7 H -4.1485 0.8417 -2.2914
8 H 5.0053 -0.5381 1.1197
9 H -4.5546 0.0541 1.9936
10 C -4.4928 1.2449 -0.0685
11 O 4.4758 0.7383 -0.6126
12 H -2.4138 -2.1614 1.7369
13 C -0.6664 -2.0273 -0.8370
14 H -4.7007 2.4145 -0.0391
15 C -0.1609 0.6553 -1.6444
16 H -2.5851 3.2909 0.9062
17 B -0.2784 -2.2786 0.7663
18 H -1.0642 -2.6860 2.9510
19 H -2.7997 0.4102 1.3867
20 H -0.7907 1.5665 -2.0895
21 H 1.9652 -1.1908 -1.6638
22 H 0.3910 0.1752 -2.5572
23 H 3.0937 1.3570 1.0045
24 H 2.6991 -0.2931 0.1839
25 P 0.4580 -2.7580 -2.1944
26 H -2.5876 3.7567 2.7394
27 H 5.3211 1.3649 1.3002
28 H -1.6691 -3.9904 1.6906
29 Cl 1.0548 -4.6796 -1.3911
30 C -3.4601 0.9661 -1.3308
31 C -1.1229 -0.4547 -0.8861
32 H -4.4185 -1.6347 -1.6078
33 C -3.8861 0.8445 1.4005
34 H -2.8454 1.9614 -1.4710
35 C -3.2843 -1.4765 -1.3426
36 O 1.0666 -2.0178 1.3348
37 S -2.2676 -3.0339 -1.1106
38 H -5.5499 0.7310 -0.2060
39 H 2.2256 2.7047 -1.0010
40 H -1.6183 2.2319 2.2002
41 C -1.4477 -2.8327 1.8314
42 H 7.5992 -0.0724 0.9811
43 C -2.6161 2.8329 1.9850
44 C 5.3408 0.4350 0.5545
45 O -3.8449 2.0535 2.2749
46 H 2.2738 1.2162 -2.2153
47 H 0.9990 -2.0539 2.3413
48 N -2.6179 -0.2812 -1.1832
49 H 6.9200 -0.5478 -0.7785
50 O 1.9623 -1.8992 -2.3722

Values from the calculation:
highest occupied orbital energy	-12.30	eV
max |F|	4.76	eV/Å
total energy	-2166.62424	Ha
gap between HOMO and LUMO	7.52	eV
total charge	+1

Record 4
DFT (ωB97M-V/def2-TZVPD) results for one molecule with the formula C13H27BN2O5.

Element x y z (Å)
1 C 0.9457 -0.8092 -2.8012
2 H -2.5540 -2.7684 3.3246
3 H -1.4719 -1.0892 4.7152
4 H 2.8100 2.3189 -5.4013
5 N 0.3841 -0.1713 1.1446
6 O 0.9456 -2.6878 2.8056
7 C 2.2068 0.8800 -4.1474
8 H -1.2453 0.1470 -1.7566
9 C -2.8045 -0.9598 2.0411
10 H 0.1957 0.3248 -4.4564
11 H 2.8108 0.6430 -1.4819
12 O 0.1434 -3.2018 5.0834
13 C 1.9066 1.2066 -1.7072
14 H -0.0520 2.2993 3.5781
15 C -0.9839 -1.3929 3.7866
16 H 1.1510 2.5494 -3.2096
17 O 0.0981 1.6140 2.8915
18 C 1.0761 -0.1700 -4.1513
19 C 2.0054 1.9063 -3.0254
20 N 0.7949 0.2191 -1.7093
21 H 2.8582 2.6130 -3.0418
22 H 3.1562 0.3259 -3.9977
23 C -1.9456 -2.0031 2.7980
24 C -0.7786 1.5980 -0.2040
25 H 0.8760 -3.8399 5.1213
26 C -1.0655 1.4737 2.2098
27 H -1.7408 2.1098 -0.2631
28 H -1.7878 -1.1353 0.0491
29 H -0.4970 -0.5100 3.4351
30 H 0.8494 -1.9095 2.2038
31 O 2.2770 1.4869 -5.4476
32 H -3.0560 -0.1561 2.7681
33 H -0.5863 1.6732 -2.3443
34 O -2.1129 1.9746 2.4883
35 H -2.8789 0.2371 0.2520
36 C -2.0972 -0.3605 0.7829
37 C -0.8826 0.5874 0.9740
38 H 1.2575 -0.9562 -4.9106
39 C -0.5052 0.9327 -1.5556
40 H 0.5967 -0.2765 0.1550
41 H 1.8008 1.8899 -0.8454
42 H 0.1067 -1.4985 -2.7314
43 H -3.7550 -1.4147 1.7214
44 H -1.4065 -2.6367 2.0589
45 H 1.8409 -1.4140 -2.5825
46 H -0.0604 2.4307 -0.0143
47 H 1.1054 0.4461 1.4967
48 B 0.0688 -2.5259 3.9007

Values from the calculation:
highest occupied orbital energy	-8.74	eV
structure (SMILES)	N[C@](CCCCB(O)O)(CCN1CCC(O)CC1)C(=O)O
max |F|	1.87	eV/Å
total energy	-1022.22167	Ha
gap between HOMO and LUMO	9.21	eV
total charge	0

- Among the records above, which one has the highest gap between HOMO and LUMO?
  C13H27BN2O5